Record 1
Below is C4H9N in the gas phase at a distorted geometry, with properties calculated with the ωB97M-V functional and the def2-TZVPD basis.

LUMO level (eV): 1.1
Frontier orbital gap (eV): 9.126
SMILES: C=CNCC
DFT total energy (eV): -5782.12649

Geometry as XYZ:
```
14
Properties=species:S:1:pos:R:3:mulliken_charge:R:1
C -2.121 0.213 -1.709 -1.00
C -1.129 0.530 -0.786 0.22
N -0.069 -0.190 -0.375 -0.21
C 0.395 -0.146 1.057 -0.30
C 1.871 -0.241 1.129 -1.04
H -2.837 0.764 -2.230 0.29
H -2.031 -0.677 -2.398 0.16
H -1.036 1.594 -0.628 0.29
H -0.005 -1.070 -0.813 0.19
H -0.035 -0.979 1.737 0.22
H 0.150 0.858 1.466 0.30
H 2.328 0.713 0.554 0.25
H 2.268 -1.211 0.824 0.30
H 2.251 -0.157 2.172 0.33
```

=====

Record 2
Below is C4H9N in the gas phase at a distorted geometry, with properties calculated with the ωB97M-V functional and the def2-TZVPD basis.

LUMO level (eV): 1.2
Frontier orbital gap (eV): 10.048
SMILES: C=CCNC
DFT total energy (eV): -5782.73322

Geometry as XYZ:
```
14
Properties=species:S:1:pos:R:3:mulliken_charge:R:1
C -0.351 -2.037 -0.852 -0.83
N -0.791 -0.660 -0.595 -0.45
C 0.175 0.004 0.293 -0.34
C 0.844 2.372 0.633 -0.81
C -0.109 1.451 0.518 -0.08
H 0.133 -2.053 -1.833 0.25
H -1.144 -2.771 -1.029 0.34
H 0.309 -2.391 -0.060 0.30
H -1.701 -0.655 -0.161 0.25
H 0.106 -0.453 1.298 0.27
H 1.151 -0.150 -0.158 0.36
H 0.615 3.415 0.792 0.26
H 1.897 2.130 0.568 0.24
H -1.135 1.797 0.585 0.24
```

=====

Record 3
Below is a molecular structure, C4H9N at a distorted geometry, with properties calculated with the ωB97M-V functional and the def2-TZVPD basis.

LUMO level (eV): 1.2
Frontier orbital gap (eV): 10.269
DFT total energy (eV): -5782.27943

Geometry as XYZ:
```
14
Properties=species:S:1:pos:R:3:mulliken_charge:R:1
C -0.830 -1.519 0.507 -1.33
C -0.558 -0.043 0.127 0.23
C 0.631 0.744 0.691 -0.45
C 0.192 0.431 -1.180 -0.61
H 0.044 -2.144 0.673 0.31
H -1.339 -1.613 1.465 0.35
H -1.395 -1.946 -0.308 0.34
H -1.520 0.542 0.153 0.24
H 0.448 1.246 1.655 0.29
H 1.598 0.181 0.889 0.26
H 1.470 1.950 -0.809 0.21
H 1.049 -0.132 -1.355 0.38
H -0.420 0.693 -2.084 0.27
N 0.629 1.611 -0.424 -0.48
```

=====

HOMO level? In order: -8.0; -8.8; -9.1 eV.
Relative energy (zero: lowest compared OMol25 entry of this formula, charge and spin)? In order: 38.9; 24.9; 35.3 kcal/mol.